Computed, not measured: 2 unconnected molecules or ions with the total composition C5H14S, with ωB97M-V/def2-TZVPD.

HOMO-LUMO gap, eV: 9.34
LUMO level, eV: 0.96
Energy, Eh: -597.019235
Structure (SMILES): CCC.CSC
Net charge: 0
Highest occupied orbital energy, eV: -8.38
ΔE to the lowest compared entry with this formula, charge and spin, kJ/mol: 152.47

Each line ends with the natural charge from an NBO analysis.
Atoms and positions in Å:
C1 -1.13756 -0.18364 0.75805  -0.623
C2 -2.56491 0.44692 0.68145  -0.397
C3 -2.45204 1.91713 1.14542  -0.616
H1 -0.97781 -0.64696 1.78299  0.204
H2 -0.97866 -0.86842 -0.09978  0.216
H3 -0.51787 0.75995 0.85488  0.207
H4 -2.81796 0.35478 -0.35017  0.195
H5 -3.31709 -0.15823 1.29314  0.195
H6 -3.48392 2.33001 1.33531  0.210
H7 -1.97473 2.54594 0.33823  0.208
H8 -1.89099 1.91778 2.07106  0.202
C4 2.11559 0.37902 -1.53137  -0.769
S1 2.85182 -1.11127 -2.19743  0.205
C5 2.84569 -2.15094 -0.75689  -0.804
H9 2.31887 0.05533 -0.44740  0.238
H10 2.46769 1.35598 -1.86750  0.234
H11 1.04188 0.35270 -1.94834  0.222
H12 3.28637 -3.18178 -0.87402  0.250
H13 1.82661 -2.43425 -0.36548  0.213
H14 3.35903 -1.68002 0.17787  0.212

Computed, not measured: 2 unconnected molecules or ions with the total composition C5H14S2, with ωB97M-V/def2-TZVPD.

HOMO-LUMO gap, eV: 9.32
LUMO level, eV: 0.88
Energy, Eh: -995.216573
Structure (SMILES): CCSC.CSC
Net charge: 0
Highest occupied orbital energy, eV: -8.44
ΔE to the lowest compared entry with this formula, charge and spin, kJ/mol: 146.29

Each line ends with the natural charge from an NBO analysis.
Atoms and positions in Å:
C1 0.92986 3.40814 1.32293  -0.635
C2 -0.27103 2.64532 1.96444  -0.554
S1 -0.97638 1.19449 1.13114  0.190
C3 0.04889 -0.24652 1.62518  -0.749
H1 1.19704 2.70782 0.49522  0.215
H2 1.86144 3.40134 1.86823  0.211
H3 0.64195 4.39280 0.96045  0.215
H4 -0.01594 2.53127 3.06529  0.218
H5 -1.07967 3.37095 2.00156  0.228
H6 -0.49154 -1.17802 1.65542  0.232
H7 0.89591 -0.39955 0.89906  0.206
H8 0.63139 -0.04409 2.51682  0.224
C4 -1.69761 -2.36771 -2.63434  -0.784
S2 -0.36293 -3.51346 -2.52755  0.226
C5 0.92933 -2.58227 -1.75867  -0.787
H9 -1.51569 -1.31778 -2.81961  0.229
H10 -2.27679 -2.56523 -3.53152  0.237
H11 -2.26069 -2.40989 -1.68862  0.217
H12 1.62695 -3.19691 -1.19483  0.231
H13 0.54024 -1.82112 -0.98958  0.216
H14 1.64525 -2.00957 -2.36101  0.214

Computed, not measured: a single C5H15ClN2Si molecule, with ωB97M-V/def2-TZVPD.

HOMO-LUMO gap, eV: 9.20
LUMO level, eV: 0.83
Energy, Eh: -1058.716312
Structure (SMILES): CC[Si@@](Cl)(NC)N(C)C
Net charge: 0
Highest occupied orbital energy, eV: -8.37
ΔE to the lowest compared entry with this formula, charge and spin, kJ/mol: 144.65

Each line ends with the natural charge from an NBO analysis.
Atoms and positions in Å:
C1 -2.74911 1.35347 -0.24471  -0.618
C2 -1.37966 1.11468 -0.79235  -0.902
Si1 0.00619 0.63617 0.45548  1.836
Cl1 0.51377 2.35421 1.44751  -0.391
N1 -0.49841 -0.55682 1.59429  -1.101
C3 -1.19063 -1.83305 1.33995  -0.396
N2 1.53130 -0.41458 -0.45604  -0.772
C4 2.68020 -0.68607 0.35773  -0.441
C5 1.90325 0.20794 -1.82829  -0.439
H1 -3.40169 1.40738 -1.11535  0.211
H2 -3.01535 0.33119 0.24423  0.193
H3 -3.07789 2.02628 0.51194  0.231
H4 -1.15372 2.06432 -1.46836  0.244
H5 -1.28775 0.20777 -1.47390  0.236
H6 -0.33015 -0.50090 2.53348  0.391
H7 -2.20269 -1.78346 1.59683  0.185
H8 -1.30152 -1.94533 0.27347  0.194
H9 -0.61611 -2.65467 1.73223  0.197
H10 2.53094 -1.43362 1.24427  0.205
H11 3.37448 -1.36115 -0.19670  0.186
H12 3.34874 0.13275 0.67258  0.173
H13 1.07434 0.09255 -2.47812  0.205
H14 2.51579 1.13651 -1.78875  0.186
H15 2.64684 -0.49119 -2.20170  0.188

Computed, not measured: a gas-phase ion, C5H15ClNSi (charge +1), with ωB97M-V/def2-TZVPD.

HOMO-LUMO gap, eV: 11.17
LUMO level, eV: -3.30
Energy, Eh: -1003.731313
Structure (SMILES): CC[C@H]([NH3+])[Si](C)(C)Cl
Net charge: +1
Highest occupied orbital energy, eV: -14.47
ΔE to the lowest compared entry with this formula, charge and spin, kJ/mol: 0.00

Each line ends with the natural charge from an NBO analysis.
Atoms and positions in Å:
C1 -2.01909 -0.20171 -0.11452  -0.635
C2 -1.13306 0.96805 -0.10762  -0.422
C3 0.17826 0.92623 0.66328  -0.459
N1 0.82090 2.25124 0.41426  -0.698
Si1 1.23428 -0.55434 0.02026  1.574
C4 0.88927 -1.19871 -1.72116  -1.145
C5 1.49548 -1.72950 1.44921  -1.104
Cl1 3.11273 0.42830 -0.02206  -0.398
H1 -2.78310 -0.06334 -0.89801  0.248
H2 -1.47617 -1.13348 -0.28966  0.204
H3 -2.69279 -0.43865 0.70684  0.244
H4 -1.63818 1.82888 0.19789  0.216
H5 -0.98798 1.26957 -1.24444  0.211
H6 0.10161 0.97207 1.68333  0.239
H7 0.29747 2.79756 -0.41884  0.452
H8 1.77872 2.02261 0.27324  0.451
H9 0.81628 2.95787 1.15641  0.439
H10 0.66947 -2.22444 -1.62971  0.262
H11 0.02709 -0.79328 -2.25769  0.264
H12 1.74703 -1.15030 -2.45735  0.292
H13 1.92456 -1.37699 2.35115  0.270
H14 0.45221 -2.13578 1.51797  0.240
H15 2.00177 -2.54855 1.14519  0.256

We obtain strongest force on any atom values of 3.2, 3.0, 4.7, 4.1 eV/Å for the records listed above, in that order.